Density functional theory data (wB97M-V/def2-TZVPD) for C27H45HgOSi4Te as an isolated structure at a distorted geometry.

Structure (XYZ):
```
79
Properties=species:S:1:pos:R:3:forces:R:3
C 0.767480 -2.832734 1.546064 -0.9 -0.3 -0.4
C -0.603460 -3.021071 1.243166 1.3 -0.1 -0.2
C -0.820404 -2.744703 -0.137487 1.3 0.1 -0.2
H -1.370827 -3.363277 1.934497 0.2 0.1 -0.1
C 0.416456 -2.338324 -0.709578 -0.7 -1.1 0.2
C 1.444888 -2.382392 0.349975 -0.8 -0.1 0.0
H 2.517343 -2.395649 0.157146 -0.3 -0.3 0.1
H 1.248161 -3.034032 2.495708 -0.1 0.2 -0.1
H -1.749877 -2.916759 -0.682421 0.3 0.4 0.2
H 0.629638 -2.209725 -1.775772 -0.2 0.2 0.5
C -0.872692 2.894665 -0.247551 0.2 0.4 0.2
C -0.861450 3.033593 1.157386 1.5 0.4 -0.3
C 0.368416 2.443131 1.673146 -0.1 0.4 -0.9
H -1.609468 3.514578 1.782819 0.1 -0.2 -0.2
C 1.125802 1.923539 0.455846 -0.1 0.6 0.8
C 0.312654 2.319231 -0.680645 -0.3 0.0 -0.4
H 0.559124 2.094466 -1.716148 -0.2 -0.1 0.2
H -1.667782 3.264326 -0.889835 0.2 -0.3 0.1
H 0.901584 2.805218 2.561465 -0.4 -0.2 -0.4
H 2.224942 1.961607 0.412871 -0.4 0.6 0.1
Hg 1.019500 -0.231395 0.387272 -0.3 0.2 -0.3
O -0.766782 0.224974 -2.594832 0.0 0.0 1.9
C -1.534495 -0.760825 -3.170436 0.7 1.1 -1.1
C -0.493563 -1.216560 -4.106293 0.1 -1.5 -0.1
H -1.924244 -1.592910 -2.552445 -0.1 0.3 0.1
H -2.320416 -0.278260 -3.784677 -0.7 -0.4 0.3
H -0.117473 -2.254105 -4.027366 0.1 0.6 -0.1
H 1.119869 -1.991101 -6.056699 -0.1 0.2 -0.1
C 0.825514 -0.944618 -6.144886 -0.2 0.5 -0.1
C 0.017678 -0.381038 -5.113258 0.2 0.2 -0.7
C -0.302178 1.014298 -5.211437 -0.2 -0.2 -0.1
H -0.854983 1.477638 -4.395378 0.2 -0.2 -0.2
C 0.057224 1.751212 -6.324624 0.3 -0.5 -0.2
H -0.216559 2.803135 -6.380298 0.0 -0.1 0.0
C 0.768483 1.147206 -7.375461 0.1 -0.1 -0.1
H 1.014551 1.720763 -8.268523 0.0 -0.1 0.2
C 1.158656 -0.200335 -7.270607 -0.1 0.2 0.3
H 1.727717 -0.668237 -8.073044 -0.1 0.1 0.1
C -0.216558 3.610942 5.078738 0.0 0.2 0.0
Si -1.115391 2.040288 5.616884 0.2 -0.8 0.6
C -1.051817 1.960188 7.520045 -0.3 0.6 0.0
C -2.924447 2.124655 5.060551 -0.1 0.3 0.1
Si -0.054055 0.056722 4.893097 -0.2 0.1 0.2
Te -0.942629 0.652783 2.628088 0.1 -1.4 -0.1
Si 2.255367 -0.080085 5.400511 -0.8 0.1 -0.5
C 2.477355 -0.050514 7.269251 0.2 0.0 0.2
C 2.963322 -1.676051 4.699855 0.4 0.0 0.0
C 3.090849 1.401759 4.601363 0.5 0.0 0.1
Si -1.206322 -1.875520 5.635062 0.1 0.5 -0.4
C -1.302339 -1.886828 7.521659 -0.1 -0.3 0.1
C -2.942870 -1.807782 4.894995 -0.1 -0.3 0.2
C -0.360228 -3.467912 5.078908 -0.1 -0.2 0.1
H -0.467924 4.405957 5.800899 0.1 -0.2 -0.2
H -0.523583 3.958028 4.081535 0.1 -0.2 0.2
H 0.875554 3.489064 5.079778 -0.3 0.0 0.0
H -1.485596 2.897702 7.904318 0.1 -0.2 0.2
H -1.636502 1.121991 7.922604 0.2 0.2 -0.1
H -0.022725 1.880275 7.899584 -0.3 0.0 -0.2
H -3.044192 2.157792 3.966968 0.1 0.0 0.5
H -3.505658 1.272596 5.441075 0.1 0.2 -0.1
H -3.359958 3.049500 5.474649 0.0 -0.2 0.0
H 1.972088 -0.892746 7.760283 0.1 0.2 -0.1
H 3.549185 -0.123879 7.511454 -0.2 0.0 0.0
H 2.101885 0.877853 7.718444 0.0 -0.2 -0.1
H 2.939829 -1.684198 3.602035 -0.1 0.0 0.2
H 4.014889 -1.767762 5.009247 -0.1 0.0 -0.1
H 2.435505 -2.567324 5.056524 0.1 0.2 -0.1
H 2.949183 1.408022 3.512397 0.0 -0.1 0.2
H 2.726978 2.356937 4.998245 0.0 -0.2 0.0
H 4.172127 1.346734 4.797688 -0.1 0.1 -0.1
H -1.810437 -1.005430 7.932191 0.1 -0.2 -0.1
H -1.871599 -2.778111 7.830406 0.1 0.2 0.0
H -0.302986 -1.952749 7.974397 -0.2 0.0 -0.1
H -2.916684 -1.771533 3.797072 0.1 0.0 0.3
H -3.484044 -2.719423 5.196076 0.0 0.2 -0.1
H -3.514114 -0.939402 5.251009 0.2 -0.2 -0.1
H -0.290764 -3.557460 3.987289 0.0 0.1 0.3
H 0.649912 -3.563021 5.496837 -0.2 0.0 -0.1
H -0.950831 -4.322387 5.443229 0.1 0.1 -0.1
```
Forces are in eV/Å.

Output
* relative energy (zero: lowest compared OMol25 entry of this formula, charge and spin): 0.000 eV
* total charge: -1
* frontier orbital gap (alpha / beta): 4.6 / 5.5 eV

So, what does the Mulliken scheme give us? The charges, in e, come out as: -0.0615 -0.3446 -0.4927 0.3997 -0.7790 -1.2382 0.6812 0.3559 0.3676 0.5943 -0.5950 -0.5438 -0.2190 0.4234 -1.0810 -0.4206 0.5405 0.4242 0.6381 0.5802 0.8669 -0.4815 -0.6477 -0.8934 -0.0540 0.4541 0.2897 0.2890 -0.5398 1.1789 -0.3998 0.3007 -0.5734 0.3410 -0.3773 0.3208 -0.4558 0.3355 -0.9040 0.3520 -1.0746 -1.0140 0.1137 -0.5576 0.6157 -1.0793 -0.9129 -1.0044 0.4293 -1.0671 -0.9862 -0.8825 0.4204 0.2498 0.1755 0.4267 0.2580 0.1815 0.2507 0.2620 0.4026 0.2420 0.3946 0.2640 0.1280 0.4555 0.2230 0.1278 0.2972 0.4355 0.2775 0.3933 0.2411 0.2072 0.4132 0.2475 0.0916 0.3078 0.4144


Density functional theory data (wB97M-V/def2-TZVPD) for a 2-piece molecular cluster, C27H45N2O5S2 overall at a distorted geometry.

Structure (XYZ):
```
81
Properties=species:S:1:pos:R:3:forces:R:3
C 2.841737 -1.087813 2.547540 0.4 -0.2 -0.2
C 2.885668 -2.199985 1.472229 -0.9 0.3 -0.1
C 1.850057 -1.978698 0.343736 0.2 -0.4 0.3
C 2.169570 -0.772413 -0.573963 -0.9 -1.2 -0.3
C 2.799379 -1.307882 -1.891825 0.8 1.2 0.2
C 0.959547 0.217644 -0.822912 1.6 -1.8 0.4
C 1.528974 1.262357 -1.797057 -0.7 1.2 0.8
C 1.103239 2.725133 -1.507815 -0.2 -0.3 -1.1
C 2.008635 3.694088 -2.303399 -0.2 0.1 0.5
C 3.059076 4.443179 -1.448112 -0.8 1.0 -1.0
N 2.634273 4.714806 -0.084220 1.6 -1.2 -1.4
C 3.330797 4.134938 0.930351 -0.3 0.1 0.6
C 2.730315 4.517695 2.098109 0.1 -0.2 0.4
C 1.640791 5.342110 1.747516 -0.4 0.2 0.8
C 1.594704 5.439540 0.386920 -0.2 0.3 0.1
O 0.726198 0.710170 0.543175 -0.5 1.0 0.3
S -0.656185 0.376140 1.207630 -0.7 -1.8 1.4
O -0.557429 -0.450061 2.382240 1.0 -0.4 -0.6
O -1.495962 1.480178 1.473460 0.0 1.1 -1.5
O -1.168108 -0.617697 0.044603 0.8 0.5 0.5
C -0.438219 -0.385713 -1.196551 -0.6 0.5 -0.2
S -0.493045 -1.902845 -2.171757 -0.3 -0.1 -0.5
C -1.303898 0.677871 -1.913172 -0.4 -0.8 -0.1
C -2.784707 0.279176 -2.121295 0.0 0.8 -0.1
C -3.585408 1.579336 -2.207039 0.8 -1.9 -0.2
C -3.661357 2.232133 -3.412355 0.2 0.0 -0.5
C -4.341837 3.423279 -3.488144 0.3 0.0 -0.7
C -4.912500 3.926636 -2.349087 -0.9 1.5 -0.3
C -4.853521 3.265345 -1.157686 0.0 -0.2 1.3
C -4.174803 2.072377 -1.070040 0.0 -0.1 0.1
H 2.697938 -1.524691 3.538434 0.0 0.1 0.0
H 2.026082 -0.387433 2.372009 0.1 -0.1 0.0
H 3.777503 -0.523909 2.569191 -0.1 0.0 0.1
H 2.601355 -3.143309 1.950319 0.4 -0.1 -0.1
H 3.870167 -2.303758 1.007658 0.0 -0.1 0.2
H 1.870562 -2.896286 -0.258790 -0.1 0.1 0.0
H 0.859689 -1.948051 0.807521 0.1 0.3 -0.1
H 2.915071 -0.170968 -0.044692 -0.2 0.2 -0.1
H 2.130298 -1.247551 -2.747539 0.0 -0.3 0.1
H 3.216592 -2.306438 -1.763654 -0.3 0.0 -0.1
H 3.662722 -0.675089 -2.130310 -0.1 -0.1 -0.2
H 1.253715 0.973164 -2.815431 0.0 0.0 0.1
H 2.620448 1.274325 -1.769091 -0.1 -0.4 0.2
H 1.070177 2.923627 -0.435336 0.3 0.0 -0.1
H 0.088209 2.882803 -1.877763 0.1 0.0 0.2
H 2.526316 3.150386 -3.101050 0.0 0.1 0.1
H 1.375774 4.425341 -2.813455 0.1 0.0 0.1
H 3.229876 5.413063 -1.934307 0.1 -0.2 0.0
H 4.022944 3.940169 -1.490761 -0.1 -0.1 0.6
H 4.179223 3.496695 0.750832 0.0 0.1 -0.1
H 3.042424 4.238129 3.092470 0.0 0.0 0.0
H 0.967258 5.815549 2.445757 0.0 0.0 -0.1
H 0.893525 5.968145 -0.238726 0.2 0.0 -0.1
H 0.094222 -2.839660 -1.401999 0.1 0.6 0.2
H -0.890243 0.907158 -2.897841 0.1 0.3 0.2
H -1.301337 1.555826 -1.263850 0.2 0.0 -0.2
H -2.868318 -0.276764 -3.057764 -0.2 -0.1 0.2
H -3.207653 -0.287188 -1.290992 0.3 -0.2 -0.1
H -3.177220 1.800983 -4.283593 -0.1 0.0 0.0
H -4.399273 3.941021 -4.438128 -0.1 0.1 0.1
H -5.439250 4.874712 -2.405934 0.0 -0.1 0.0
H -5.297820 3.650771 -0.246591 -0.1 0.2 -0.2
H -4.086764 1.524515 -0.138233 -0.1 0.1 0.0
C -2.898441 -5.222270 2.106444 -0.2 -0.1 0.3
C -2.022744 -4.155383 2.748585 -0.4 -0.2 -0.7
C -0.723811 -3.872189 2.000559 0.6 0.3 0.6
O 0.204909 -4.924261 2.209974 -0.2 0.0 -0.3
C 0.213433 -5.947987 1.209145 0.1 -0.2 0.2
N -1.615233 -4.633632 4.116222 0.3 0.1 0.3
H -2.480887 -6.223865 2.218438 0.1 0.0 -0.1
H -3.887850 -5.232921 2.568715 0.0 0.0 0.0
H -3.031551 -5.018620 1.046106 0.0 0.0 0.0
H -2.596588 -3.237980 2.879123 0.1 0.1 0.0
H -0.269531 -2.972573 2.427477 0.0 0.0 -0.1
H -0.892553 -3.662555 0.943021 -0.2 -0.1 0.0
H -0.125989 -5.574586 0.241917 0.0 0.1 0.0
H -0.413872 -6.785475 1.520600 0.0 0.0 -0.1
H 1.234584 -6.310561 1.111162 0.0 0.1 0.0
H -2.380935 -5.053512 4.643280 -0.1 0.1 -0.1
H -1.205969 -3.877989 4.671570 -0.1 0.0 0.0
H -0.867170 -5.329948 3.988227 0.0 0.0 -0.1
```
Forces are in eV/Å.

Output
* total charge: +1
* frontier orbital gap: 6.7 eV

So, what does the Mulliken scheme give us? The charges, in e, come out as: -0.9744 -1.1554 -0.7365 0.2125 -1.8565 1.0953 -1.8110 -0.0304 -1.1031 -1.0160 0.2692 -0.3073 -0.6644 -0.6085 -0.3234 -0.1586 1.2821 -0.6416 -0.6591 -0.3623 1.3665 -0.3093 -1.2566 -0.8355 0.1790 -0.2762 -0.6936 -0.4084 -0.7176 -0.1862 0.3390 0.1254 0.3320 0.3853 0.4102 0.6049 -0.5153 0.8553 0.3597 0.4996 0.3867 0.4424 0.6131 0.6933 -0.0138 0.4118 0.5093 0.3907 0.3725 0.3380 0.4507 0.4437 0.4039 0.0866 0.4737 0.3980 0.5421 0.3504 0.4087 0.4002 0.3699 0.3793 0.3294 -1.5365 -0.0347 0.1088 -0.4857 -0.7303 -0.2279 0.4204 0.4567 0.3380 0.4808 0.0471 0.2783 0.3133 0.2978 0.2887 0.3669 0.3697 0.3593


In the order shown, the computed calculated total energy values come out to -73753.04531 -63609.42712 eV.